No. 1
{
  "formula": "C2H4N4O2",
  "method": "the ωB97M-V functional and the def2-TZVPD basis",
  "de_lowest_kj_mol": 552.9,
  "energy_ev": -12187.7573,
  "orbital_gap_ha": 0.33467,
  "elements": ["H", "N", "C", "C", "O", "N", "N", "N", "O", "H", "H", "H"],
  "xyz": [[0.0008, -2.1958, 0.0380], [-0.6250, -1.5458, 0.1475], [-0.3926, -0.3826, -0.1446], [-1.0921, 0.8018, 0.1285], [-2.4381, 0.7205, 0.3723], [-0.3261, 1.8347, -0.1234], [1.0183, 1.4282, -0.3135], [0.8088, -0.0221, -0.8021], [1.9824, -0.5928, -0.8168], [-2.3798, -0.2720, 0.8865], [1.5705, 1.5039, 0.5208], [1.8729, -1.2780, 0.1068]],
  "mulliken_charge": [0.210, -0.636, 0.755, 0.198, -0.516, -0.511, -0.200, 0.092, -0.378, 0.392, 0.256, 0.337]
}

No. 2
{
  "formula": "C52H55Cl10N7O14",
  "method": "the ωB97M-V functional and the def2-TZVPD basis",
  "multiplicity": 2,
  "charge": -1,
  "energy_ev": -219116.9862,
  "orbital_gap_ha": [0.11222, 0.23696],
  "elements": ["Cl", "C", "C", "Cl", "H", "H", "H", "H", "Cl", "C", "C", "Cl", "H", "H", "H", "H", "Cl", "C", "C", "Cl", "H", "H", "H", "H", "Cl", "C", "C", "Cl", "H", "H", "H", "H", "Cl", "C", "C", "Cl", "H", "H", "H", "H", "C", "C", "C", "C", "C", "C", "N", "O", "O", "H", "H", "H", "H", "H", "C", "C", "C", "C", "C", "C", "N", "O", "O", "H", "H", "H", "H", "H", "C", "C", "C", "C", "C", "C", "N", "O", "O", "H", "H", "H", "H", "H", "C", "C", "C", "C", "C", "C", "N", "O", "O", "H", "H", "H", "H", "H", "C", "C", "C", "C", "C", "C", "N", "O", "O", "H", "H", "H", "H", "H", "C", "C", "C", "C", "C", "C", "N", "O", "O", "H", "H", "H", "H", "H", "C", "C", "C", "C", "C", "C", "N", "O", "O", "H", "H", "H", "H", "H"],
  "xyz": [[-1.1815, 2.0168, 5.5418], [-0.2271, 0.9309, 6.6996], [0.0990, -0.4110, 6.0455], [0.6600, -1.6211, 7.2537], [-0.7767, 0.9373, 7.6409], [0.7227, 1.4502, 6.8267], [0.9859, -0.3534, 5.4145], [-0.6451, -0.8487, 5.3801], [-6.0389, -1.8051, 3.5192], [-4.9360, -0.3730, 3.4170], [-5.0346, 0.4787, 4.6679], [-6.6191, 1.1326, 4.9883], [-5.1609, 0.2210, 2.5312], [-3.9567, -0.8088, 3.2192], [-4.3845, 1.3519, 4.7219], [-4.7437, -0.2022, 5.4677], [-1.1839, -5.0422, 2.7888], [-1.3862, -3.9656, 4.2532], [-2.8241, -3.7432, 4.7320], [-2.8973, -3.0942, 6.3492], [-1.0579, -3.0032, 3.8605], [-0.8158, -4.4080, 5.0699], [-3.4555, -4.6296, 4.7937], [-3.4324, -3.0888, 4.1075], [4.0211, -2.4044, -3.9293], [3.1692, -3.9101, -3.3915], [3.4715, -4.4240, -1.9764], [2.5171, -5.9753, -1.6317], [3.4779, -4.7333, -4.0358], [2.0899, -3.8584, -3.5346], [3.1904, -3.7017, -1.2100], [4.5143, -4.7411, -1.9682], [2.7692, 2.9463, 3.2104], [1.3086, 3.9327, 3.5935], [1.3868, 5.2574, 2.9398], [1.0143, 5.1378, 1.1394], [1.1115, 4.2118, 4.6285], [0.4100, 3.4422, 3.2192], [2.3256, 5.7269, 3.2334], [0.7308, 5.9912, 3.4081], [1.1536, -1.0366, -1.6963], [1.6492, 0.0189, -0.9020], [1.0322, 0.3445, 0.3420], [-0.0497, -0.4307, 0.7801], [-0.5421, -1.5289, -0.0225], [0.0192, -1.6959, -1.2969], [-0.6470, -0.1214, 2.1129], [-1.4175, -0.9719, 2.5826], [-0.2798, 0.8405, 2.7815], [1.5112, -1.1472, -2.7094], [2.4111, 0.6734, -1.2989], [1.3261, 1.1524, 0.9958], [-1.4524, -2.0286, 0.2741], [-0.3754, -2.4315, -1.9821], [2.8397, -1.9325, 1.6175], [2.2691, -3.1619, 1.4573], [1.9201, -3.9392, 2.6123], [2.3598, -3.4825, 3.8673], [2.9547, -2.2709, 4.0327], [3.1863, -1.5076, 2.8968], [2.0428, -4.3125, 5.0648], [1.5952, -5.4117, 4.8479], [2.1294, -3.7809, 6.1274], [3.0890, -1.2240, 0.8414], [2.0129, -3.4707, 0.4546], [1.4717, -4.9184, 2.5323], [3.0648, -1.8507, 5.0215], [3.7043, -0.5649, 2.9934], [5.0504, 4.7759, -6.6495], [5.0951, 3.5147, -6.0912], [4.1145, 3.0932, -5.2393], [2.9365, 3.9284, -4.9980], [2.8967, 5.2267, -5.5986], [3.9486, 5.6175, -6.4273], [1.8228, 3.5905, -4.1239], [1.0455, 4.3917, -3.8149], [1.8548, 2.4754, -3.6295], [5.8321, 5.0801, -7.3298], [5.9291, 2.8586, -6.2920], [4.2350, 2.1704, -4.6913], [1.9791, 5.7909, -5.5191], [3.9721, 6.6057, -6.8623], [3.8262, 4.8234, -1.6600], [4.1643, 3.5856, -1.1036], [4.5354, 3.6001, 0.2127], [4.8620, 4.7110, 0.9124], [4.4910, 5.9919, 0.4095], [3.9972, 6.0218, -0.9568], [5.4948, 4.5936, 2.2200], [5.5350, 5.5859, 2.9374], [5.8865, 3.4870, 2.6708], [3.3288, 5.0371, -2.5946], [3.9637, 2.6629, -1.6278], [4.7160, 2.6127, 0.6113], [4.6666, 6.8749, 1.0060], [3.8158, 7.0582, -1.2001], [-6.0396, -3.3228, 0.3067], [-5.5578, -4.4695, 0.9625], [-4.4216, -5.1430, 0.4585], [-3.6888, -4.5432, -0.5852], [-4.0693, -3.3235, -1.0753], [-5.2850, -2.7342, -0.7174], [-2.3667, -5.0935, -1.0067], [-1.9906, -6.1392, -0.4738], [-1.7026, -4.4554, -1.7498], [-7.0009, -2.9176, 0.5861], [-6.1447, -4.9588, 1.7258], [-4.0599, -6.0335, 0.9510], [-3.2539, -2.8212, -1.5746], [-5.5444, -1.7384, -1.0451], [-4.4274, -1.6683, -5.6194], [-3.6834, -1.1432, -4.5797], [-2.2827, -1.3910, -4.5163], [-1.7393, -2.2954, -5.4503], [-2.5751, -2.8156, -6.4347], [-3.8705, -2.4905, -6.5854], [-0.3002, -2.6182, -5.4103], [0.3753, -1.9349, -4.6398], [0.1403, -3.4483, -6.1515], [-5.4919, -1.5054, -5.7003], [-4.2177, -0.5957, -3.8174], [-1.5745, -0.9395, -3.8374], [-2.2021, -3.4652, -7.2127], [-4.4015, -3.0424, -7.3469], [-1.7843, 4.5000, -0.7536], [-2.9609, 4.1004, -0.1403], [-3.4751, 2.8276, -0.1470], [-2.8110, 1.9045, -0.9212], [-1.5733, 2.1944, -1.5304], [-1.1219, 3.4508, -1.3427], [-3.3532, 0.5019, -0.9712], [-2.7782, -0.4589, -1.4652], [-4.5068, 0.3140, -0.4130], [-1.4269, 5.4946, -0.5314], [-3.3980, 4.8921, 0.4501], [-4.4662, 2.6183, 0.2275], [-0.9942, 1.4266, -2.0218], [-0.1650, 3.6875, -1.7838]],
  "mulliken_charge": [-0.181, -0.496, 0.509, -0.201, 0.400, 0.318, -0.114, -0.207, -0.208, 0.535, -0.162, -0.224, 0.310, -0.706, 0.219, 0.244, -0.140, 0.218, 0.001, -0.194, -0.465, 0.419, 0.409, -0.175, -0.185, -0.394, -0.021, -0.199, 0.429, 0.141, -0.147, 0.414, -0.077, -0.266, -0.767, -0.083, 0.334, 0.090, 0.330, 0.456, -0.676, -0.830, -0.394, 0.294, -0.685, -0.132, 0.950, -0.433, -0.538, 0.408, 0.129, 0.651, 0.664, 0.579, -0.298, 0.103, -0.765, -0.249, -0.650, -0.717, 1.141, -0.611, -0.638, 0.669, 0.082, 0.824, 0.558, 0.419, -0.343, -0.588, -0.258, -0.132, -0.205, -0.567, 0.980, -0.558, -0.396, 0.384, 0.381, 0.482, 0.438, 0.370, 0.530, -0.409, 0.240, -0.804, -0.290, -0.981, 1.072, -0.617, -0.558, 0.115, 0.343, 0.499, 0.497, 0.344, -0.559, -0.628, -0.496, -0.472, 1.041, -0.631, 1.117, -0.651, -0.606, 0.430, 0.431, 0.484, 0.221, 0.296, -0.470, -0.584, 0.322, -0.271, -0.344, -0.606, 0.961, -0.442, -0.644, 0.383, 0.442, 0.479, 0.383, 0.358, -1.252, -0.247, -1.124, 0.145, -0.332, 0.260, 0.777, -0.468, -0.803, 0.524, 0.290, 0.512, 0.474, 0.313]
}

No. 3
{
  "formula": "C2H12O3S2",
  "method": "the ωB97M-V functional and the def2-TZVPD basis",
  "de_lowest_kj_mol": 65.5,
  "energy_ev": -30081.5512,
  "orbital_gap_ha": 0.32960,
  "elements": ["C", "S", "S", "C", "H", "H", "H", "H", "H", "H", "O", "H", "H", "O", "H", "H", "O", "H", "H"],
  "xyz": [[-0.2056, 1.6937, -3.5992], [1.1437, 2.1348, -2.4226], [0.0822, 2.3493, -0.6856], [-0.2363, 0.6539, -0.1049], [-0.8050, 2.5838, -3.7595], [0.2503, 1.2345, -4.4715], [-0.8228, 1.0098, -3.0399], [0.1398, -0.1109, -0.7678], [0.3338, 0.5141, 0.7991], [-1.3032, 0.5773, 0.0936], [-0.9050, -3.3581, -0.8582], [-0.5482, -2.4693, -0.7963], [-1.6658, -3.2948, -1.4469], [-0.6554, -0.8026, 2.5785], [0.0755, -0.7620, 3.2123], [-1.2149, -1.5159, 2.8962], [1.7287, -0.1584, 4.1631], [2.3664, -0.7754, 4.5325], [2.2418, 0.4961, 3.6771]],
  "mulliken_charge": [-0.725, -0.096, -0.101, -0.765, 0.279, 0.292, 0.233, 0.249, 0.282, 0.327, -0.653, 0.343, 0.313, -0.585, 0.344, 0.302, -0.680, 0.319, 0.320]
}

No. 4
{
  "formula": "C59H56BBrF4N9O2PS2Y",
  "method": "the ωB97M-V functional and the def2-TZVPD basis",
  "de_lowest_kj_mol": 0.0,
  "charge": 1,
  "energy_ev": -193192.7112,
  "orbital_gap_ha": 0.26639,
  "elements": ["Y", "C", "C", "C", "C", "C", "C", "N", "N", "B", "N", "C", "C", "C", "N", "C", "C", "C", "N", "C", "C", "C", "N", "C", "C", "C", "H", "H", "H", "H", "H", "H", "H", "H", "H", "H", "H", "H", "H", "H", "H", "H", "H", "H", "H", "H", "H", "H", "H", "H", "H", "H", "H", "H", "S", "C", "C", "C", "C", "C", "C", "N", "C", "C", "C", "C", "C", "C", "C", "C", "N", "C", "C", "C", "C", "C", "S", "C", "H", "H", "H", "H", "H", "H", "H", "H", "H", "H", "H", "H", "N", "C", "C", "C", "O", "O", "H", "H", "H", "H", "H", "H", "F", "C", "C", "F", "C", "F", "C", "P", "C", "C", "C", "C", "C", "C", "C", "C", "C", "C", "C", "C", "C", "Br", "C", "F", "H", "H", "H", "H", "H", "H", "H", "H", "H", "H"],
  "xyz": [[0.1614, 0.2333, 0.3434], [-2.6062, -4.7439, 1.1334], [-1.2178, -4.0957, 1.0460], [-0.1609, -5.1888, 1.2681], [-1.0644, -3.0247, 2.0881], [-1.3977, -3.2222, 3.4349], [-1.0218, -2.0647, 4.0677], [-0.5006, -1.2350, 3.1534], [-0.5326, -1.7996, 1.9180], [0.1278, 0.1092, 3.5395], [-0.8121, 1.2744, 3.1923], [-1.4703, 2.0061, 4.1011], [-2.0142, 3.0900, 3.4628], [-1.6281, 2.9634, 2.1190], [-0.9042, 1.8425, 1.9592], [-2.0128, 4.0233, 1.1202], [-1.0618, 4.2070, -0.0557], [-3.4606, 3.8163, 0.6530], [1.5041, 0.3427, 2.8629], [2.4226, 1.1033, 3.4846], [3.6500, 0.8225, 2.9523], [3.4159, -0.1564, 1.9717], [2.1055, -0.4279, 1.8996], [4.5843, -0.8921, 1.3588], [4.8777, -2.1271, 2.2251], [4.5102, -1.2863, -0.1225], [-2.8107, -5.3315, 0.2375], [-3.3994, -4.0056, 1.2500], [-2.6523, -5.4160, 1.9915], [-1.0904, -3.6534, 0.0570], [-0.3221, -5.6563, 2.2402], [0.8543, -4.7980, 1.2579], [-0.2491, -5.9641, 0.5035], [-1.8587, -4.0861, 3.8812], [-1.0843, -1.7823, 5.1052], [0.2702, 0.1034, 4.7257], [-1.4873, 1.7192, 5.1393], [-2.5937, 3.8912, 3.8886], [-2.0028, 4.9500, 1.6989], [-1.3434, 3.5620, -0.8832], [-0.0310, 3.9944, 0.2166], [-1.1096, 5.2357, -0.4145], [-3.5577, 2.8869, 0.0913], [-3.7683, 4.6406, 0.0071], [-4.1403, 3.7727, 1.5054], [2.1409, 1.7744, 4.2796], [4.6004, 1.2478, 3.2266], [5.4272, -0.2089, 1.4787], [4.0411, -2.8269, 2.1849], [5.0449, -1.8429, 3.2641], [5.7745, -2.6306, 1.8605], [4.3155, -2.3507, -0.2344], [5.4590, -1.0776, -0.6175], [3.7296, -0.7296, -0.6312], [-0.4247, 4.2043, -6.0446], [0.9566, 5.1967, -6.2163], [1.7182, 5.2077, -5.0894], [1.1859, 4.3956, -4.0588], [0.0179, 3.7796, -4.4210], [-0.8308, 2.9204, -3.6076], [-0.2721, 2.1235, -2.5871], [-0.9577, 1.3465, -1.7691], [-2.3090, 1.3420, -1.8915], [-2.9607, 2.0529, -2.9188], [-4.3823, 1.9669, -3.0613], [-5.1215, 1.2674, -2.1785], [-4.5045, 0.6353, -1.0542], [-5.2682, 0.0399, -0.0487], [-4.6571, -0.4624, 1.0832], [-3.2526, -0.3760, 1.1292], [-2.4986, 0.1252, 0.1723], [-3.1031, 0.6546, -0.9119], [-5.4263, -1.0726, 2.1611], [-6.7893, -1.1643, 2.2767], [-7.2075, -1.8443, 3.4436], [-6.1614, -2.2655, 4.2034], [-4.6568, -1.8423, 3.5128], [-2.1948, 2.8369, -3.7847], [1.1307, 5.7128, -7.1469], [2.6289, 5.7803, -4.9933], [1.6207, 4.3140, -3.0707], [0.7945, 2.1413, -2.4618], [-4.8474, 2.4908, -3.8871], [-6.1980, 1.2045, -2.2763], [-6.3436, 0.0022, -0.1646], [-2.7369, -0.7442, 2.0107], [-7.4877, -0.7567, 1.5601], [-8.2421, -2.0104, 3.7044], [-6.1921, -2.8037, 5.1371], [-2.6815, 3.3934, -4.5772], [1.9292, 0.0388, -2.1449], [2.9967, 0.9993, -2.5340], [3.4937, 1.8624, -1.3665], [2.3081, 2.5289, -0.6791], [2.0343, 3.6938, -0.9193], [1.6312, 1.7522, 0.1009], [2.3541, -0.8735, -2.0378], [1.2762, -0.0450, -2.9159], [2.6072, 1.6651, -3.3073], [3.8465, 0.4679, -2.9683], [4.1569, 2.6312, -1.7592], [4.0371, 1.2679, -0.6334], [2.0181, -7.1645, -2.9380], [1.3570, -6.0270, -2.8351], [0.3416, -5.7202, -3.7241], [0.0284, -6.5694, -4.6903], [-0.3436, -4.5222, -3.6057], [-1.2742, -4.2788, -4.5245], [-0.0681, -3.5956, -2.6060], [-0.9993, -1.9953, -2.3943], [-2.7470, -2.5837, -2.4942], [-3.4770, -2.7904, -3.6663], [-4.7825, -3.2483, -3.6028], [-5.3844, -3.5049, -2.3786], [-4.6746, -3.2881, -1.2094], [-3.3690, -2.8258, -1.2724], [-0.7173, -1.3068, -4.0763], [0.5043, -1.4878, -4.7273], [0.7620, -0.8582, -5.9359], [-0.1918, -0.0299, -6.5081], [-1.4130, 0.1455, -5.8764], [-1.6735, -0.4857, -4.6695], [0.9792, -3.9215, -1.7401], [1.5736, -2.7379, -0.3748], [1.6760, -5.1144, -1.8453], [2.6679, -5.3899, -1.0018], [-3.0390, -2.6044, -4.6346], [-5.3344, -3.4131, -4.5194], [-6.4010, -3.8742, -2.3367], [-5.1401, -3.4694, -0.2478], [-2.8144, -2.6497, -0.3620], [1.2588, -2.1377, -4.2984], [1.7075, -1.0225, -6.4365], [0.0123, 0.4663, -7.4478], [-2.1756, 0.7695, -6.3266], [-2.6348, -0.3592, -4.1941]],
  "mulliken_charge": [1.050, -1.689, 2.084, -1.824, 0.383, -0.961, -1.036, 0.196, 0.958, -0.384, 0.401, -0.339, -1.624, -0.029, 0.798, 0.393, -1.676, -1.695, 1.554, -0.649, -1.541, -0.096, -0.254, 0.722, -1.698, -1.066, 0.403, 0.063, 0.578, -1.350, 0.423, 0.287, 0.477, 0.631, 0.563, -0.175, 0.598, 0.563, 0.694, 0.338, 0.137, 0.627, 0.543, 0.395, 0.491, 0.620, 0.558, 0.519, 0.278, 0.425, 0.437, 0.566, 0.415, -0.358, -0.098, -0.480, -0.916, -0.275, 0.150, 1.298, -1.770, 2.185, -0.270, 1.269, -0.971, -1.184, 1.130, -1.124, 0.593, -0.527, 2.073, -2.003, 0.469, -0.656, -0.694, -0.489, 0.217, -1.282, 0.472, 0.445, 0.655, -1.227, 0.481, 0.535, 0.356, -0.586, 0.460, 0.435, 0.450, 0.614, -0.503, -0.862, -0.660, 0.188, -0.692, 0.107, 0.456, -0.610, 0.619, 0.557, 0.524, 0.082, -0.294, 0.630, 0.340, -0.300, 0.578, -0.365, -0.899, 2.869, 0.097, -0.050, -0.992, -0.963, -0.526, 0.307, 0.572, -0.550, -0.715, -0.953, -0.838, -1.010, 0.150, 0.127, 0.089, -0.399, 0.547, 0.462, 0.444, 0.544, -0.981, 0.271, 0.498, 0.470, 0.467, 0.709]
}